The following is a quantum chemistry calculation of 15 unconnected molecules or ions with the total composition C74H189N11O26 at a distorted geometry, from the OMol25 dataset.

Output
**Strongest force on any atom**: 0.0626 Eh/bohr
**Lowest unoccupied orbital energy**: 0.45 eV
**HOMO-LUMO gap**: 0.31912 Eh
**Relative energy (zero: lowest compared OMol25 entry of this formula, charge and spin)**: 385.1 kJ/mol
**2S+1**: 1
**Calculated total energy**: -149408.363 eV

XYZ file:
```
300
Properties=species:S:1:pos:R:3:mulliken_charge:R:1
O -7.71 1.59 -2.63 -0.381
O -5.74 -1.85 -0.23 -0.549
O -0.46 3.23 6.77 -0.224
O 5.09 -2.43 4.01 -0.660
O -0.48 -2.33 -2.61 1.706
O -1.47 -1.69 3.97 -0.463
O 1.05 3.12 12.69 -0.437
O 7.51 3.05 3.89 -0.360
O 4.07 -2.07 -7.15 -0.598
O -0.57 -3.97 0.72 -0.351
O 2.18 0.52 1.65 0.069
O -4.92 2.08 0.45 -0.350
O -1.19 -6.58 -3.24 0.147
O 0.95 4.82 2.69 -0.411
O 1.03 2.58 -2.08 0.465
O -7.38 -4.45 -3.34 -0.233
O 7.66 0.49 -4.05 -0.458
O -1.05 0.91 8.82 -0.009
O -0.37 -0.05 -6.83 -0.141
O 3.55 5.39 2.20 0.264
O -2.40 0.35 -5.10 0.646
O 5.06 -5.13 -1.99 -0.416
O 7.54 3.09 0.44 -0.567
O -6.05 -3.34 -7.01 -0.417
O -5.07 -4.06 2.61 0.103
O 4.24 6.83 -2.01 -0.068
N 0.08 -0.70 6.46 0.165
N -3.12 -5.11 0.72 -0.176
N -7.69 1.81 0.36 -0.130
N 5.27 4.50 4.96 -0.384
N 1.62 -6.16 -3.11 -0.231
N -0.53 -0.96 -0.29 1.653
N -2.91 -1.43 -7.50 -0.181
N -0.42 3.49 9.87 0.035
N 3.62 4.08 -2.99 -0.297
N 6.16 1.08 -1.61 0.230
N -4.74 -3.23 -2.27 0.451
C 8.68 2.31 3.68 -0.819
C 0.28 1.21 -6.80 -0.245
C -0.66 4.36 7.60 -0.787
C -0.79 -0.21 -1.54 -0.143
C 4.94 4.69 -2.89 0.144
C -2.33 0.45 9.27 -0.990
C -5.06 -3.58 -3.62 0.825
C 4.97 6.21 -3.11 -1.046
C -0.07 2.40 12.13 -0.521
C 4.29 -1.76 3.06 1.172
C -2.76 1.71 -4.97 0.000
C -5.28 -2.12 -7.04 0.005
C 6.25 1.01 -0.16 -0.914
C 0.10 -1.23 7.85 -1.143
C -5.77 -3.89 3.80 -0.994
C -4.56 -5.24 0.55 0.433
C -7.15 2.87 1.13 -0.849
C -3.86 -2.53 -7.28 -0.675
C 4.33 6.08 3.11 -0.591
C 3.60 2.68 -2.58 0.907
C 3.53 5.97 0.89 -0.801
C -1.09 -2.87 -3.78 0.280
C -8.29 -5.52 -3.32 -0.865
C -8.75 2.26 -0.49 -0.726
C -0.86 -4.89 -0.36 -0.294
C 2.10 -2.35 -5.72 -0.042
C 0.56 -1.61 5.40 -1.115
C 3.77 -4.82 -2.58 0.206
C -2.11 -1.58 2.73 0.431
C -1.06 3.21 11.17 -0.635
C 5.06 3.21 4.27 0.600
C 6.35 -0.25 -2.19 -0.532
C 0.82 -4.09 1.07 -0.699
C -5.28 -5.33 1.93 -1.106
C 7.81 0.74 -5.43 -0.743
C -0.20 -0.98 -2.75 0.033
C -6.04 -4.79 -3.74 -1.541
C 4.03 8.20 -2.33 -0.956
C -7.36 -3.12 -6.52 -0.488
C -4.29 -1.89 -2.09 -0.677
C -0.27 -7.56 -3.60 -0.761
C 5.09 -2.09 1.76 -1.201
C -1.36 4.12 8.89 -0.629
C 0.51 3.25 5.70 -0.457
C -7.51 0.55 -3.60 -0.836
C -0.02 -0.05 8.92 -0.447
C 0.34 4.42 1.46 0.697
C 4.28 5.53 4.55 -0.990
C 6.37 2.30 4.42 -1.163
C -4.22 1.89 -5.18 -1.351
C 5.90 -3.99 -1.80 -0.243
C -2.48 -6.75 -3.82 -0.823
C -2.41 -4.99 -0.55 0.552
C 2.21 2.08 -2.78 -0.927
C -6.09 -1.47 1.11 0.157
C 6.45 -0.11 -3.73 -0.588
C -1.61 -1.86 -8.05 -0.567
C 1.01 -7.46 -2.86 -0.605
C -5.77 2.36 1.56 -0.653
C 1.10 0.66 0.73 -0.127
C 6.28 2.40 0.54 1.720
C -8.82 1.29 -1.69 -0.650
C 1.83 3.86 11.78 -0.571
C -0.54 -0.65 -8.11 -0.936
C 2.94 -6.14 -2.42 -0.739
C 0.00 5.76 0.78 -1.355
C 2.53 1.63 2.46 -0.626
C -0.18 -1.19 4.04 0.985
C 0.34 3.57 -2.89 -0.643
C 7.51 4.47 0.79 -0.188
C -3.66 1.71 0.82 -0.531
C 0.86 -0.74 0.22 0.963
C -4.41 -1.58 -0.61 2.027
C 3.24 -1.43 -6.18 0.215
H -8.58 3.29 -0.80 0.407
H 4.26 2.62 4.72 0.249
H 6.51 -1.12 -4.13 0.570
H -7.10 -1.83 1.31 0.333
H -3.72 -2.29 -0.16 -0.729
H -3.10 1.11 8.86 0.200
H 2.17 1.05 -2.41 -0.019
H 3.86 -1.30 -5.29 0.035
H 3.56 -6.97 -2.75 0.399
H -0.62 1.99 12.98 0.384
H -7.96 -2.42 -7.10 0.370
H 4.25 -2.97 -6.86 0.354
H 6.97 1.57 -1.96 0.240
H 5.57 3.13 0.15 -0.284
H -4.57 1.18 -5.93 0.232
H -7.71 3.13 2.03 0.383
H -5.64 -1.46 -7.83 0.526
H 6.96 1.37 -5.69 0.285
H -3.46 -3.28 -6.61 0.131
H 0.07 1.64 -5.83 -0.446
H 0.33 4.77 7.80 0.370
H -0.47 3.95 -2.27 0.267
H -2.51 -0.54 8.87 0.358
H 8.76 1.27 -5.54 0.262
H -8.47 0.10 -3.84 0.545
H -3.19 -5.93 -3.68 -0.114
H -0.50 -0.49 -3.67 -0.620
H -2.34 -6.89 -4.89 0.475
H 4.53 6.43 -4.08 0.438
H 4.54 6.04 0.50 0.378
H 5.59 0.44 -4.12 0.192
H 4.07 7.14 3.13 0.641
H -6.92 -0.23 -3.12 0.239
H 6.44 -4.27 -0.90 0.325
H -5.40 -4.69 4.45 0.362
H -2.21 2.25 -5.74 0.434
H 5.32 -3.09 -1.57 -0.141
H 4.92 8.81 -2.50 0.349
H 4.51 6.36 5.22 0.409
H -2.34 -0.57 2.38 0.283
H -6.11 -0.38 1.14 -0.397
H -2.27 3.57 8.67 0.227
H -4.61 1.66 -4.19 0.201
H -1.70 -2.38 -9.00 0.555
H 5.56 4.14 -3.60 0.484
H -9.65 2.22 0.12 0.384
H -5.25 3.08 2.18 0.529
H 1.01 -5.52 -2.63 0.021
H 3.27 8.34 -3.10 0.362
H 3.32 -3.92 -2.17 -0.080
H -0.21 1.95 -7.43 0.398
H 1.03 -1.45 1.03 -0.651
H 6.49 2.03 5.46 0.702
H -3.10 1.53 -0.10 0.127
H -2.49 2.02 -3.96 0.024
H -2.07 -2.40 -3.85 -0.318
H 1.02 3.78 0.91 -0.085
H 1.40 4.80 11.43 0.203
H -1.77 5.06 9.27 0.499
H -0.08 -0.49 9.91 0.352
H -0.74 -0.17 6.18 0.202
H -1.14 5.10 6.96 0.414
H -5.95 -5.12 -4.77 0.636
H 1.60 -1.11 -0.49 -0.027
H 1.69 -8.22 -3.25 0.470
H -0.06 3.09 -3.77 -0.200
H 1.22 -5.10 1.19 0.513
H -7.01 3.81 0.60 0.424
H -0.65 -1.96 -0.35 -1.029
H -7.84 -6.35 -2.78 0.330
H 0.27 1.45 11.70 0.226
H -5.42 -1.81 1.90 -0.144
H -0.68 5.41 0.00 0.408
H 2.93 1.30 3.42 0.253
H -1.96 2.62 11.06 0.317
H -2.81 -0.98 -6.60 0.008
H -6.99 0.77 -4.53 0.273
H 2.92 -0.46 -6.56 0.018
H 4.86 3.43 3.22 -0.283
H -3.05 -4.18 1.12 -0.031
H 6.50 -3.78 -2.69 0.278
H -8.44 -5.84 -4.35 0.305
H 1.63 -1.43 5.22 0.465
H 0.48 2.27 5.23 -0.202
H 0.26 -2.65 5.53 0.326
H 0.93 -3.68 2.07 0.030
H 2.80 4.03 12.26 0.275
H 8.90 1.74 4.59 0.400
H -3.02 -7.60 -3.41 0.401
H 7.23 4.56 1.84 0.026
H -0.19 -0.10 3.97 0.179
H 5.35 4.52 -1.89 -0.236
H -4.67 -6.15 2.33 0.299
H -0.28 -4.59 -1.24 -0.642
H -0.60 -2.55 -4.70 -0.173
H 0.19 3.93 4.91 0.421
H -2.77 -4.12 -1.11 -1.081
H 2.96 4.62 -2.45 0.194
H 6.74 5.03 0.26 -0.037
H 2.07 2.00 -3.86 0.416
H 1.34 0.98 -6.96 0.222
H -8.81 0.25 -1.36 0.327
H -9.25 -5.36 -2.82 0.221
H 0.96 4.42 -3.19 0.305
H -2.58 -5.83 -1.22 0.788
H -4.79 -1.12 -2.67 0.114
H 1.42 -3.49 0.39 0.144
H 0.47 -1.47 3.21 -1.046
H -5.33 -1.55 -6.11 -0.123
H 8.65 1.65 2.82 0.218
H 5.41 6.05 2.93 0.273
H 4.63 -1.65 0.87 0.069
H -5.45 -2.74 -4.19 -0.423
H 6.22 1.37 3.87 0.340
H 2.81 -6.17 -1.34 0.286
H 3.18 2.39 2.04 0.083
H 0.89 0.54 8.81 0.311
H -4.98 -4.37 0.06 -0.453
H 4.34 1.97 -2.94 -0.429
H 0.43 -0.90 -8.54 0.351
H 5.15 -3.16 1.58 0.489
H 7.24 -0.73 -1.79 0.639
H 3.07 6.96 0.95 0.651
H -7.78 -4.13 -6.58 0.184
H -0.55 6.45 1.43 0.333
H 3.26 -2.10 3.07 -0.108
H -1.00 0.07 -8.78 0.506
H 3.56 8.64 -1.45 0.221
H 0.88 -0.85 -2.61 -0.078
H -3.07 2.40 1.42 0.509
H 3.81 -4.64 -3.66 0.165
H -6.35 -5.51 1.86 0.561
H -5.52 -3.31 -1.63 0.239
H -5.48 -2.97 4.29 0.220
H -0.15 2.57 9.55 -0.037
H -0.63 -5.93 -0.15 1.015
H 0.98 -7.55 -1.77 0.346
H 3.74 2.75 -1.51 -0.351
H 6.04 6.42 -3.19 0.412
H -1.62 0.37 -5.65 -0.250
H 7.84 -0.22 -5.95 0.290
H -0.60 -2.01 8.16 0.420
H 5.37 0.48 0.19 -0.224
H 4.92 -2.06 4.87 0.338
H -1.47 -2.08 2.00 -0.449
H 1.03 -1.79 7.96 0.449
H -0.66 -8.57 -3.46 0.379
H 5.48 -0.90 -2.04 -0.075
H -5.75 -5.55 -3.01 0.652
H -5.87 1.41 2.09 0.234
H -7.30 -2.77 -5.50 0.090
H 6.10 -1.72 1.89 0.348
H -3.21 -1.76 -2.17 -0.715
H -3.64 0.77 1.37 0.108
H 2.10 3.13 11.01 0.235
H 3.31 5.13 4.82 0.078
H -4.16 -3.85 -4.18 -0.222
H 7.00 0.29 0.18 0.533
H 0.26 0.98 1.34 0.183
H -3.02 -2.18 2.67 0.033
H 9.56 2.96 3.63 0.254
H 6.05 2.27 1.60 -0.643
H -1.27 -3.95 -3.80 -0.621
H -0.56 3.84 1.66 0.017
H -6.96 1.51 -0.27 0.167
H -0.15 -7.42 -4.67 0.422
H 2.89 5.41 0.22 -0.350
H 1.62 2.18 2.72 0.011
H 0.77 6.37 0.31 0.150
H 1.53 3.48 6.01 0.341
H 1.35 1.53 0.12 -0.356
H 6.15 4.90 4.65 0.352
H 1.69 -1.93 -4.80 -0.408
H -6.81 -4.16 3.59 0.346
H -4.09 -0.57 -0.35 -0.231
H -2.32 0.47 10.36 0.333
H -1.34 4.21 11.50 0.521
H -1.85 -0.11 -1.77 -0.363
H -3.88 -3.08 -8.22 0.435
H 1.89 4.95 2.55 0.369
H -0.51 0.84 -1.59 0.058
H 2.55 -3.32 -5.53 0.356
H -4.53 2.91 -5.37 0.410
H -1.16 -2.63 -7.41 0.205
H 1.27 -2.53 -6.40 -0.056
H 4.33 -0.69 3.22 -0.378
H 8.49 4.92 0.61 0.333
H -4.89 -6.11 -0.02 0.669
H -9.80 1.49 -2.11 0.454
```



The following is a quantum chemistry calculation of 9 unconnected molecules or ions with the total composition C16H48F6O8P at a distorted geometry, from the OMol25 dataset.

Output
**Strongest force on any atom**: 0.0708 Eh/bohr
**Lowest unoccupied orbital energy (spin up / spin down)**: -0.41 / -7.14 eV
**HOMO-LUMO gap (spin up / spin down)**: 0.32328 / 0.07593 Eh
**2S+1**: 2
**Calculated total energy**: -59343.635 eV

XYZ file:
```
79
Properties=species:S:1:pos:R:3:mulliken_spin:R:1
P 0.86 0.29 -0.55 0.000
F 0.69 1.35 0.75 -0.004
F 2.07 -0.50 0.28 0.000
F -0.31 0.98 -1.37 0.000
F -0.27 -0.74 0.05 0.000
F 1.91 1.28 -1.30 0.000
F 1.05 -0.67 -1.74 0.000
O -5.43 1.65 1.32 0.000
O -0.74 -3.69 -1.88 0.000
O 3.24 2.12 1.41 0.004
O 1.55 -5.03 3.07 0.000
O 3.60 0.71 -3.47 0.000
O 1.65 0.63 3.44 0.016
O -1.34 -0.48 2.71 0.000
O 1.07 4.29 2.80 0.680
C 1.04 4.86 0.46 0.203
C -2.27 -1.99 -2.39 0.000
C -2.80 -2.18 3.86 0.000
C -3.42 2.05 0.04 0.000
C -2.43 -1.48 2.49 0.000
C 4.51 1.66 1.77 0.000
C 0.19 4.49 1.74 0.098
C 3.37 0.06 -4.77 0.000
C 0.28 -4.41 1.18 0.000
C -1.40 -3.12 -2.91 0.000
C -0.29 -2.67 -3.90 0.000
C 2.13 0.70 -5.42 0.000
C 1.18 -3.90 2.36 0.000
C -4.87 1.56 0.01 0.000
C -5.11 0.14 -0.46 0.000
C 5.26 2.92 2.09 0.000
H -5.33 2.56 1.63 0.000
H -3.40 3.05 0.46 0.000
H 3.26 -1.01 -4.58 0.000
H 2.01 -3.31 1.97 0.000
H 4.30 0.27 -5.31 0.000
H -0.13 -3.05 -1.50 0.000
H 0.75 -5.26 0.68 0.000
H 2.16 0.94 2.69 -0.001
H -0.77 -2.36 -4.83 0.000
H 1.24 0.52 -4.81 0.000
H -3.34 -3.06 3.52 0.000
H 2.24 1.78 -5.37 0.000
H 5.29 3.55 1.20 0.000
H 1.63 5.77 0.55 -0.002
H 0.67 -3.19 3.02 0.000
H 0.33 -1.85 -3.54 0.000
H -6.18 0.01 -0.59 0.000
H -4.65 -0.62 0.17 0.000
H -2.81 -1.65 -3.27 0.000
H 0.87 0.23 3.05 0.000
H 4.47 0.87 2.52 0.000
H 5.00 1.18 0.93 0.001
H -0.51 5.26 2.05 0.011
H -4.70 -0.01 -1.46 0.000
H -0.52 3.71 1.48 -0.010
H 1.34 3.37 2.71 -0.011
H 4.76 3.69 2.69 0.001
H -1.89 -2.44 4.41 0.000
H -3.34 -1.54 4.56 0.000
H 2.87 1.68 0.64 0.000
H -3.29 -0.89 2.19 0.000
H -2.80 2.05 -0.85 0.000
H 0.31 -3.63 0.42 0.000
H 0.22 -3.62 -4.09 0.000
H -1.72 -1.14 -2.01 0.000
H 0.34 4.90 -0.38 0.017
H 6.23 2.68 2.53 0.000
H -2.85 1.47 0.77 0.000
H -2.07 -3.90 -3.25 0.000
H -0.75 -4.71 1.33 0.000
H 0.82 -5.54 3.43 0.000
H 1.93 0.39 -6.44 0.000
H -0.99 -0.33 1.83 0.000
H -2.88 -2.36 -1.56 0.000
H 2.85 0.57 -2.89 0.000
H -5.55 2.27 -0.47 0.000
H -2.20 -2.27 1.78 0.000
H 1.80 4.10 0.29 -0.004
```